{"formula": "C16H29Cl2N2PSV", "method": "wB97M-V/def2-TZVPD", "e_above_lowest_kcal_mol": 0.0, "total_charge": -1, "homo_energy_ev": [-3.8, -3.8], "multiplicity": 3, "orbital_gap_ev": [6.33, 6.28], "elements": ["V", "Cl", "Cl", "H", "H", "P", "C", "C", "C", "C", "H", "C", "H", "H", "H", "H", "H", "H", "H", "C", "C", "H", "H", "H", "H", "H", "H", "C", "H", "C", "H", "H", "H", "H", "H", "H", "N", "C", "N", "C", "C", "C", "C", "C", "C", "S", "H", "H", "H", "H", "H", "H"], "coordinates": [[-0.039, -0.208, 0.868], [-1.463, 1.787, 0.770], [1.301, -2.099, 0.958], [-1.545, -0.830, 0.891], [1.034, 1.015, 0.806], [-0.110, -0.140, -1.506], [0.191, 1.585, -2.218], [1.024, -1.229, -2.510], [-1.880, -0.479, -2.025], [1.191, 2.423, -1.433], [-0.785, 2.055, -2.094], [0.560, 1.608, -3.699], [1.612, 1.378, -3.853], [0.395, 2.613, -4.088], [-0.021, 0.927, -4.312], [0.759, 2.798, -0.513], [1.487, 3.282, -2.038], [2.093, 1.869, -1.188], [-2.374, 0.366, -1.540], [-2.463, -1.754, -1.425], [-2.173, -0.413, -3.516], [-2.149, 0.601, -3.903], [-3.173, -0.804, -3.703], [-1.480, -1.021, -4.097], [-1.822, -2.183, -0.661], [-2.643, -2.512, -2.182], [-3.423, -1.525, -0.963], [2.478, -0.960, -2.134], [0.878, -0.907, -3.541], [0.693, -2.714, -2.443], [2.882, -0.085, -2.634], [3.090, -1.814, -2.423], [2.584, -0.814, -1.064], [0.639, -3.076, -1.422], [1.476, -3.277, -2.953], [-0.244, -2.942, -2.941], [-1.167, -2.550, 2.932], [-0.682, -1.389, 3.585], [-0.168, -0.294, 2.949], [0.201, 0.654, 3.862], [0.757, 1.907, 3.579], [1.082, 2.765, 4.647], [0.850, 2.373, 5.979], [0.291, 1.122, 6.258], [-0.021, 0.290, 5.189], [-0.695, -1.236, 5.264], [-1.542, -3.330, 3.490], [-1.152, -2.657, 1.912], [0.941, 2.236, 2.572], [1.513, 3.736, 4.444], [1.103, 3.040, 6.793], [0.105, 0.809, 7.278]]}